# 1
{
  "formula": "CH4N2O2S",
  "method": "ωB97M-V/def2-TZVPD",
  "smiles": "NC(N)=S(=O)=O",
  "orbital_gap_ev": 9.23,
  "e_lumo_ev": 0.36,
  "e_above_lowest_kcal_mol": 26.7,
  "elements": ["N", "C", "N", "S", "O", "O", "H", "H", "H", "H"],
  "coordinates": [[0.472, 1.073, 0.334], [0.200, -0.049, -0.338], [1.115, -1.052, -0.536], [-1.804, -0.243, -0.301], [-1.919, 1.213, -0.191], [-1.676, -1.068, 0.901], [1.429, 1.363, 0.479], [-0.491, 1.682, 0.410], [1.987, -0.879, -0.054], [0.687, -2.040, -0.703]],
  "lowdin_charge": [0.09, -0.40, 0.09, 0.76, -0.53, -0.51, 0.11, 0.13, 0.10, 0.16]
}


# 2
{
  "formula": "CH4N2O2S",
  "method": "ωB97M-V/def2-TZVPD",
  "orbital_gap_ev": 10.00,
  "e_lumo_ev": 0.16,
  "e_above_lowest_kcal_mol": 16.6,
  "elements": ["C", "N", "N", "O", "O", "S", "H", "H", "H", "H"],
  "coordinates": [[-0.728, -0.465, -0.152], [-1.920, 0.042, 0.233], [0.165, 0.222, -0.673], [2.915, 1.317, 0.340], [2.410, -1.160, 0.593], [2.468, -0.034, -0.308], [-0.589, -1.556, -0.234], [-2.605, -0.588, 0.590], [-2.018, 1.037, 0.210], [-0.097, 1.185, -0.599]],
  "lowdin_charge": [-0.35, 0.11, -0.02, -0.52, -0.48, 0.85, 0.14, 0.09, 0.10, 0.06]
}


# 3
{
  "formula": "CH4N2O2S",
  "method": "ωB97M-V/def2-TZVPD",
  "orbital_gap_ev": [8.12, 8.12],
  "e_lumo_ev": [-1.16, -1.16],
  "e_above_lowest_kcal_mol": 132.4,
  "elements": ["C", "N", "N", "O", "O", "S", "H", "H", "H", "H"],
  "coordinates": [[-0.024, -0.314, 0.160], [-0.836, 0.473, -0.653], [0.232, -1.527, -0.427], [0.752, -2.368, 0.313], [-0.289, -1.750, -1.499], [-0.237, -0.438, 1.975], [1.619, 0.267, 0.164], [-0.666, 0.048, -1.629], [-0.879, 1.436, -0.652], [-1.403, 0.217, 1.899]],
  "lowdin_charge": [-0.73, 0.06, -0.46, 0.01, 0.07, 0.79, 0.20, 0.13, 0.07, -0.14]
}


# 4
{
  "formula": "CH4N2O2S",
  "method": "ωB97M-V/def2-TZVPD",
  "orbital_gap_ev": [7.64, 9.32],
  "e_lumo_ev": [-0.52, -0.48],
  "e_above_lowest_kcal_mol": 96.0,
  "elements": ["C", "N", "N", "O", "O", "S", "H", "H", "H", "H"],
  "coordinates": [[-0.033, -0.315, -0.089], [-0.404, 0.038, 1.283], [1.015, 0.628, -0.517], [3.333, 1.125, -0.113], [0.429, -0.489, 2.154], [2.134, 1.401, 0.560], [0.273, -1.355, -0.133], [-0.916, -0.196, -0.724], [-0.581, 1.122, 1.265], [1.618, 0.162, -1.275]],
  "lowdin_charge": [-0.28, -0.17, -0.30, -0.55, -0.10, 0.88, 0.12, 0.11, 0.17, 0.11]
}


# 5
{
  "formula": "CH4N2O2S",
  "method": "ωB97M-V/def2-TZVPD",
  "orbital_gap_ev": 9.59,
  "e_lumo_ev": 0.34,
  "e_above_lowest_kcal_mol": 22.0,
  "elements": ["C", "N", "N", "O", "O", "S", "H", "H", "H", "H"],
  "coordinates": [[-0.595, -0.344, -0.282], [-1.740, -0.111, 0.342], [0.287, 0.478, -0.796], [2.378, 1.330, 0.208], [1.830, -1.102, 0.615], [2.145, -0.117, -0.376], [-0.449, -1.444, -0.449], [-2.114, -0.885, 0.726], [-2.102, 0.742, 0.618], [0.360, 1.453, -0.604]],
  "lowdin_charge": [-0.27, 0.18, -0.06, -0.55, -0.49, 0.80, 0.15, 0.07, 0.10, 0.07]
}


# 6
{
  "formula": "CH4N2O2S",
  "method": "ωB97M-V/def2-TZVPD",
  "orbital_gap_ev": 10.09,
  "e_lumo_ev": 0.73,
  "e_above_lowest_kcal_mol": 80.9,
  "elements": ["C", "N", "N", "O", "O", "S", "H", "H", "H", "H"],
  "coordinates": [[-1.179, -1.667, 0.506], [2.044, 2.326, -0.963], [2.137, 3.126, -1.723], [1.998, 1.429, -0.242], [-0.930, 0.703, -0.466], [0.009, -0.342, -0.174], [-1.281, -1.661, 1.599], [-2.115, -1.270, 0.022], [-1.145, -2.689, 0.323], [0.463, 0.045, 1.116]],
  "lowdin_charge": [-0.25, -0.30, 0.25, 0.01, -0.61, 0.80, 0.04, 0.05, 0.00, 0.00]
}


# 7
{
  "formula": "CH4N2O2S",
  "method": "ωB97M-V/def2-TZVPD",
  "orbital_gap_ev": 9.08,
  "e_lumo_ev": -0.15,
  "e_above_lowest_kcal_mol": 115.6,
  "elements": ["C", "N", "N", "O", "O", "S", "H", "H", "H", "H"],
  "coordinates": [[0.935, -1.007, 0.131], [-1.250, 1.173, 0.923], [-0.202, 1.502, 0.050], [-1.630, 2.013, 1.740], [0.488, 0.341, -2.151], [-0.058, 0.176, -0.844], [0.240, -1.239, 0.959], [1.117, -1.820, -0.496], [1.793, -0.607, 0.515], [-1.433, -0.532, -0.827]],
  "lowdin_charge": [-0.15, -0.25, -0.23, -0.06, -0.37, 0.78, 0.07, 0.04, 0.03, 0.14]
}


# 8
{
  "formula": "CH4N2O2S",
  "method": "ωB97M-V/def2-TZVPD",
  "orbital_gap_ev": 8.32,
  "e_lumo_ev": -1.12,
  "e_above_lowest_kcal_mol": 48.2,
  "elements": ["C", "N", "N", "O", "O", "S", "H", "H", "H", "H"],
  "coordinates": [[-2.007, 0.582, -0.485], [-0.052, -0.429, 0.047], [-1.117, 0.054, 0.479], [3.495, -1.700, 0.215], [2.906, 0.402, 1.221], [3.515, -0.266, 0.125], [-2.585, 1.505, -0.088], [-1.628, 0.843, -1.502], [-2.838, -0.109, -0.831], [0.312, -0.882, 0.819]],
  "lowdin_charge": [-0.19, 0.07, -0.13, -0.44, -0.44, 0.86, 0.10, 0.07, 0.09, 0.01]
}